Record 1
A single C30H53IO9 molecule. Source: OMol25; level of theory: ωB97M-V/def2-TZVPD.

Structure (XYZ):
```
93
Properties=species:S:1:pos:R:3:mulliken_charge:R:1
C 3.64 5.18 3.58 -1.351
C 2.15 5.19 3.91 0.130
O 1.43 5.99 3.01 -0.398
C 0.07 6.19 3.43 -0.716
C -0.78 5.09 2.80 0.916
O -1.91 4.74 3.58 -0.512
C -1.74 3.53 4.31 -0.575
C -2.06 2.28 3.49 -0.219
O -3.14 2.51 2.61 -0.319
C -3.14 1.66 1.46 -0.677
C -3.17 2.57 0.22 -0.370
I -5.28 2.72 -0.38 -0.007
O -2.52 2.02 -0.88 -0.396
C -1.24 2.58 -1.20 -0.182
C -0.35 2.95 -0.01 0.965
C 1.12 2.63 -0.30 -1.398
O 1.36 1.32 0.22 -0.154
C 2.74 1.08 0.39 -0.680
C 3.00 -0.36 0.74 -0.576
O 3.33 -1.14 -0.44 -0.524
C 2.58 -2.30 -0.49 0.141
C 2.87 -3.38 0.30 -0.729
C 2.10 -4.50 0.27 -0.305
C 1.01 -4.61 -0.55 -0.299
C 0.11 -5.86 -0.55 3.235
C 0.21 -6.48 0.88 -2.269
C -1.36 -5.45 -0.70 -1.969
C 0.63 -6.97 -1.53 -2.262
C -0.10 -7.20 -2.86 2.661
C 0.83 -8.14 -3.67 -2.075
C -1.43 -7.98 -2.71 -1.695
C -0.26 -5.93 -3.73 -1.620
C 0.76 -3.53 -1.36 -0.065
C 1.52 -2.41 -1.33 -0.902
C -1.36 3.71 -2.24 0.086
C -2.27 4.85 -1.84 -0.654
O -1.71 5.63 -0.78 -0.044
O -2.32 6.91 -0.93 -0.536
O -0.06 4.17 -2.54 -0.239
C 0.00 4.97 -3.71 -0.875
H 3.84 5.41 2.54 0.311
H 4.02 4.18 3.78 0.345
H 4.20 5.85 4.23 0.353
H 1.78 4.15 3.86 0.097
H 2.03 5.54 4.94 0.308
H -0.18 7.18 3.05 0.313
H 0.02 6.21 4.52 0.394
H -1.15 5.44 1.84 -0.245
H -0.14 4.22 2.66 -0.059
H -0.71 3.48 4.69 0.264
H -2.39 3.61 5.18 0.423
H -1.15 1.96 2.99 0.101
H -2.39 1.53 4.23 0.371
H -4.06 1.09 1.51 0.539
H -2.27 1.01 1.43 0.409
H -2.91 3.60 0.46 0.311
H -0.71 1.79 -1.72 0.424
H -0.39 4.01 0.22 0.196
H -0.59 2.39 0.89 -0.568
H 1.74 3.34 0.26 0.487
H 1.33 2.62 -1.37 0.459
H 3.08 1.68 1.25 0.310
H 3.35 1.39 -0.46 0.357
H 3.84 -0.45 1.42 0.392
H 2.15 -0.80 1.26 0.354
H 3.71 -3.33 0.98 0.404
H 2.41 -5.29 0.92 0.250
H 1.19 -6.91 1.05 0.495
H -0.50 -7.31 0.90 0.552
H -0.04 -5.74 1.63 0.451
H -1.62 -4.87 0.19 0.517
H -2.05 -6.28 -0.75 0.343
H -1.50 -4.76 -1.53 0.268
H 1.66 -6.71 -1.78 0.426
H 0.69 -7.91 -0.97 0.498
H 0.33 -8.47 -4.58 0.526
H 1.03 -9.02 -3.06 0.473
H 1.78 -7.65 -3.90 0.472
H -1.50 -8.36 -1.68 0.350
H -1.46 -8.86 -3.35 0.398
H -2.29 -7.33 -2.84 0.323
H 0.43 -5.13 -3.47 0.237
H -1.30 -5.59 -3.65 0.328
H -0.15 -6.23 -4.77 0.465
H -0.07 -3.54 -2.05 0.301
H 1.27 -1.59 -1.99 0.443
H -1.80 3.24 -3.13 0.434
H -2.45 5.52 -2.68 0.542
H -3.26 4.52 -1.53 0.113
H -2.22 7.33 -0.06 0.298
H 0.99 4.85 -4.15 0.243
H -0.81 4.77 -4.41 0.364
H -0.09 6.02 -3.42 0.297
```

Computed properties:
spin multiplicity = 1

Record 2
A molecular structure, C30H53N5O2PdS3Si4. Source: OMol25; level of theory: ωB97M-V/def2-TZVPD.

Structure (XYZ):
```
98
Properties=species:S:1:pos:R:3:mulliken_charge:R:1
Pd 2.51 0.77 -0.40 -0.085
C -3.25 -1.96 3.31 -0.429
C -2.34 -2.94 4.03 -0.800
N -1.00 -2.42 4.28 0.195
C -0.72 -1.91 5.60 -1.089
C -1.04 -0.43 5.78 -0.639
C -0.05 -2.41 3.27 0.208
S 1.46 -1.69 3.56 -0.469
N -0.52 -2.98 2.14 -0.105
C 0.22 -3.17 1.04 -0.606
O 1.39 -2.88 0.80 -0.432
C -0.56 -3.87 -0.07 0.832
C -1.95 -3.90 -0.09 -0.054
C -2.62 -4.48 -1.16 -0.769
C -1.91 -5.05 -2.21 -0.420
C -0.52 -5.03 -2.18 -0.513
C 0.15 -4.44 -1.12 -0.360
H -4.23 -2.41 3.12 0.353
H -2.81 -1.67 2.36 -0.345
H -3.41 -1.05 3.91 0.382
H -2.25 -3.85 3.44 0.431
H -2.76 -3.20 5.00 0.422
H 0.34 -2.06 5.80 0.505
H -1.29 -2.50 6.32 0.403
H -0.46 0.16 5.07 0.032
H -0.78 -0.10 6.79 0.431
H -2.10 -0.22 5.62 0.215
H -2.48 -3.46 0.74 0.287
H -3.71 -4.48 -1.17 0.402
H -2.44 -5.49 -3.05 0.365
H 0.04 -5.46 -3.01 0.421
H 1.23 -4.38 -1.10 0.298
S 4.43 1.39 0.75 -0.396
C 4.28 -0.20 0.13 0.006
N 4.09 -1.33 0.98 -0.145
C 4.46 -2.60 0.38 -0.574
C 4.55 -2.41 -1.13 0.010
S 5.26 -0.75 -1.29 -0.338
H 3.17 -1.35 1.42 0.192
H 3.71 -3.35 0.63 0.174
H 5.43 -2.94 0.75 0.294
H 3.56 -2.43 -1.58 -0.319
H 5.19 -3.14 -1.62 0.520
C -0.97 4.85 -2.40 -1.155
Si -0.07 3.18 -2.34 0.105
C 1.44 3.40 -3.47 -1.037
C -1.21 1.98 -3.28 -0.672
Si 0.59 2.32 -0.27 1.119
Si -1.47 1.76 0.67 -0.365
C -1.33 1.61 2.55 -0.811
C -2.19 0.09 0.11 -0.004
C -2.89 2.99 0.33 -1.023
Si 1.16 4.24 0.91 0.547
C 2.50 5.18 -0.04 -1.059
C 1.90 3.79 2.59 -0.878
C -0.20 5.52 1.30 -1.161
H -1.24 5.11 -3.43 0.377
H -0.33 5.65 -2.00 0.230
H -1.88 4.84 -1.80 0.309
H 1.16 3.78 -4.46 0.338
H 1.96 2.45 -3.59 0.144
H 2.15 4.10 -3.02 0.266
H -1.44 2.36 -4.28 0.484
H -2.15 1.83 -2.75 0.197
H -0.73 1.01 -3.39 -0.093
H -0.53 0.91 2.80 0.010
H -2.26 1.23 2.99 0.305
H -1.09 2.57 3.02 0.404
H -1.62 -0.74 0.53 -0.693
H -2.21 -0.01 -0.98 -0.008
H -3.22 0.00 0.48 0.654
H -2.62 4.01 0.62 0.237
H -3.79 2.70 0.89 0.341
H -3.14 3.00 -0.73 0.254
H 3.32 4.49 -0.28 0.208
H 2.91 6.00 0.56 0.396
H 2.11 5.59 -0.97 0.233
H 2.73 3.09 2.45 0.128
H 1.16 3.29 3.22 0.178
H 2.26 4.68 3.11 0.345
H -0.71 5.86 0.39 0.267
H 0.24 6.39 1.80 0.381
H -0.95 5.09 1.97 0.259
N -1.90 -2.18 -5.01 -0.263
C -0.55 -2.18 -5.17 -0.188
O -0.02 -2.57 -6.20 -0.701
C 0.23 -1.66 -4.00 1.348
C -0.28 -1.68 -2.70 -0.176
C 0.47 -1.11 -1.69 -1.388
N 1.66 -0.54 -1.90 0.999
C 2.16 -0.56 -3.14 -1.146
C 1.48 -1.11 -4.21 -0.832
H -2.46 -2.40 -5.82 0.243
H -2.33 -1.66 -4.26 0.189
H -1.22 -2.14 -2.46 0.123
H 0.12 -1.09 -0.67 0.541
H 3.14 -0.12 -3.25 0.494
H 1.91 -1.10 -5.21 0.508
```

Computed properties:
energy relative to the best compared isomer or geometry (same formula, charge and spin) = 0.0 kcal/mol
spin multiplicity = 1
net charge = -2

Record 3
A molecular structure, C30H53NP2Rh. Source: OMol25; level of theory: ωB97M-V/def2-TZVPD.

Structure (XYZ):
```
87
Properties=species:S:1:pos:R:3:mulliken_spin:R:1
Rh -0.33 0.16 -0.49 1.660
C -2.22 1.81 -0.05 0.312
C -2.78 0.92 -1.06 0.050
C -2.11 -0.37 0.75 -0.100
C -1.83 1.02 1.07 0.099
C -2.78 -0.40 -0.53 0.313
C -2.26 3.29 -0.10 -0.021
H -1.95 3.68 -1.09 0.001
H -1.65 3.74 0.69 0.002
H -3.30 3.64 0.05 0.012
C -1.72 1.48 2.48 0.059
H -1.77 2.58 2.55 0.006
H -0.78 1.15 2.94 0.001
H -2.55 1.07 3.09 0.003
C -2.22 -1.40 1.83 0.037
H -3.08 -1.16 2.51 0.002
H -1.32 -1.41 2.47 -0.005
H -2.39 -2.42 1.44 0.003
C -3.51 -1.54 -1.12 0.001
H -4.59 -1.32 -1.14 0.009
H -3.37 -2.46 -0.54 -0.001
H -3.19 -1.72 -2.16 0.008
C -3.35 1.36 -2.33 -0.006
H -4.35 1.80 -2.20 0.011
H -3.45 0.52 -3.02 0.005
H -2.72 2.13 -2.81 0.005
C 1.19 0.56 -2.76 0.147
C 0.11 1.36 -2.97 0.056
C -0.42 1.63 -4.35 0.028
C -1.34 0.52 -4.94 -0.002
C -1.38 -0.75 -4.10 0.004
C -0.29 -1.53 -3.97 0.005
C 1.03 -1.22 -4.63 0.002
C 1.88 -0.13 -3.91 0.012
H 0.39 1.83 -5.06 0.000
H -1.00 0.31 -5.96 0.002
H -1.00 2.56 -4.32 0.001
H 2.22 0.60 -4.66 -0.001
H 1.74 0.55 -1.79 -0.126
H -0.36 1.95 -2.16 -0.029
H 2.80 -0.61 -3.54 0.001
H 1.62 -2.15 -4.67 0.001
H -0.38 -2.58 -3.64 0.006
H 0.90 -0.91 -5.68 0.000
H -2.36 0.91 -5.04 0.000
H -2.39 -1.13 -3.88 -0.001
P 1.53 1.82 0.77 0.141
C 1.32 2.60 2.42 0.038
H 2.16 3.29 2.60 0.001
H 1.31 1.83 3.20 0.008
H 0.38 3.17 2.45 -0.002
C 3.31 1.47 0.70 0.021
H 3.85 2.42 0.61 0.001
H 3.55 0.84 -0.18 0.000
H 3.65 0.96 1.61 -0.010
C 1.32 3.20 -0.40 0.016
H 1.45 2.83 -1.42 0.000
H 2.06 3.97 -0.18 0.005
H 0.31 3.61 -0.31 -0.004
P 0.64 -2.07 0.04 0.123
C -0.52 -3.00 -1.00 0.047
H -0.02 -3.87 -1.43 0.009
H -0.89 -2.34 -1.79 -0.018
H -1.38 -3.33 -0.40 0.001
C 2.23 -2.05 -0.85 0.024
H 2.04 -1.89 -1.91 -0.003
H 2.75 -3.01 -0.71 0.003
H 2.86 -1.24 -0.47 0.002
C 0.83 -3.15 1.51 0.044
H 0.63 -4.20 1.21 0.007
H 0.12 -2.87 2.30 -0.005
H 1.84 -3.09 1.93 -0.009
C 3.42 -1.30 2.73 0.057
C 2.52 -1.04 3.86 0.354
C 2.95 -1.00 5.23 0.053
C 1.79 -0.80 5.99 0.132
C 0.71 -0.73 5.04 0.352
C -0.72 -0.57 5.41 0.006
N 1.17 -0.85 3.77 -0.064
H 2.92 -1.11 1.76 -0.015
H 3.79 -2.34 2.74 0.030
H 4.32 -0.67 2.82 0.020
H 3.98 -1.11 5.54 0.000
H 1.66 -0.72 7.05 0.001
H -0.80 0.21 6.17 0.020
H -1.35 -0.31 4.55 0.006
H -1.10 -1.50 5.85 0.037
```

Computed properties:
spin multiplicity = 5
<S²> = 6.03
net charge = +1

Record 4
A molecular structure, C30H54GeN2O7PSi3Y. Source: OMol25; level of theory: ωB97M-V/def2-TZVPD.

Structure (XYZ):
```
99
Properties=species:S:1:pos:R:3:mulliken_spin:R:1
Y -0.12 0.02 -0.55 0.005
O 0.49 1.97 6.32 0.016
C 0.21 0.78 5.97 -0.002
O 0.01 -0.19 6.77 -0.005
C 0.10 0.47 4.49 0.051
C -0.21 -0.82 4.07 0.145
C -0.30 -1.09 2.72 -0.009
N -0.11 -0.17 1.75 0.177
C 0.20 1.13 2.12 0.182
C 0.30 1.45 3.49 0.130
C 0.44 2.33 1.07 0.135
O 0.72 3.48 1.58 0.144
O 0.38 2.17 -0.21 0.050
H -0.37 -1.61 4.80 0.010
H -0.53 -2.08 2.36 0.008
H 0.54 2.47 3.79 0.014
C -4.78 1.02 -2.54 0.001
C -3.29 0.73 -2.28 0.000
C -2.48 1.89 -2.91 0.005
C -2.89 -0.55 -3.03 0.000
P -2.80 0.63 -0.49 0.000
C -3.48 2.10 0.31 -0.004
C -2.58 3.11 0.69 0.021
C -3.02 4.28 1.31 0.005
C -4.37 4.47 1.56 0.000
C -5.28 3.49 1.19 0.002
C -4.84 2.31 0.57 -0.001
C -3.46 -0.88 0.37 -0.010
C -4.87 -1.32 -0.02 0.000
C -2.49 -2.06 0.08 0.002
C -3.42 -0.66 1.90 0.022
H -4.99 1.01 -3.62 0.000
H -5.08 2.00 -2.17 0.000
H -5.44 0.27 -2.09 0.000
H -2.68 1.97 -3.99 0.000
H -1.40 1.75 -2.80 -0.003
H -2.74 2.86 -2.46 0.000
H -3.02 -0.42 -4.12 0.000
H -3.50 -1.41 -2.75 0.000
H -1.83 -0.81 -2.87 0.000
H -1.51 2.99 0.50 -0.050
H -2.30 5.05 1.59 -0.001
H -4.72 5.38 2.04 0.000
H -6.34 3.63 1.39 0.000
H -5.58 1.58 0.29 0.000
H -4.94 -1.62 -1.07 0.000
H -5.62 -0.55 0.17 0.000
H -5.18 -2.20 0.57 0.000
H -2.48 -2.34 -0.97 0.001
H -2.79 -2.95 0.64 0.001
H -1.46 -1.82 0.38 -0.004
H -4.15 0.09 2.23 -0.001
H -2.43 -0.35 2.25 -0.007
H -3.67 -1.59 2.44 0.001
C 2.65 -1.61 2.69 -0.041
Si 3.47 -0.37 1.56 -0.006
C 3.06 1.33 2.20 0.020
C 5.32 -0.62 1.63 0.004
Ge 2.70 -0.63 -0.62 -0.001
Si 2.84 -2.83 -1.37 0.001
C 2.21 -2.97 -3.11 0.000
C 4.61 -3.42 -1.32 0.000
C 1.79 -3.95 -0.30 0.000
Si 3.67 0.88 -2.10 0.002
C 5.48 0.48 -2.34 0.000
C 3.52 2.62 -1.44 0.003
C 2.80 0.83 -3.75 0.000
H 3.00 -1.44 3.73 0.001
H 2.93 -2.64 2.39 -0.001
H 1.55 -1.48 2.65 0.021
H 3.40 1.42 3.25 -0.004
H 1.96 1.48 2.16 -0.044
H 3.56 2.10 1.60 -0.002
H 5.67 -0.50 2.68 0.000
H 5.82 0.13 0.99 0.000
H 5.58 -1.64 1.27 0.000
H 2.85 -2.37 -3.79 0.000
H 1.16 -2.60 -3.16 0.000
H 2.24 -4.03 -3.43 0.000
H 5.24 -2.78 -1.97 0.000
H 4.66 -4.47 -1.69 0.000
H 4.99 -3.38 -0.28 0.000
H 0.74 -3.60 -0.33 0.000
H 2.16 -3.94 0.74 0.000
H 1.85 -4.98 -0.70 0.000
H 6.01 0.54 -1.37 0.000
H 5.92 1.22 -3.05 0.000
H 5.58 -0.54 -2.77 0.000
H 4.09 2.72 -0.50 0.000
H 2.45 2.87 -1.27 -0.002
H 3.95 3.33 -2.19 0.000
H 2.90 -0.17 -4.20 0.000
H 3.26 1.58 -4.42 0.000
H 1.73 1.07 -3.60 0.000
O -1.05 -3.33 -3.00 0.000
N -0.86 -2.60 -2.07 0.000
O -1.02 -3.00 -0.96 0.000
O -0.48 -1.36 -2.28 0.001
H 0.20 1.27 1.03 0.018
```

Computed properties:
energy relative to the best compared isomer or geometry (same formula, charge and spin) = 5.1 kcal/mol
spin multiplicity = 2
<S²> = 0.76
net charge = -1

Record 5
A molecular structure, C30H55Cl7F4N2O10V. Source: OMol25; level of theory: ωB97M-V/def2-TZVPD.

Structure (XYZ):
```
109
Properties=species:S:1:pos:R:3:mulliken_charge:R:1
C 6.81 3.54 0.18 -1.163
C 6.11 2.15 0.37 -0.266
C 5.01 1.87 -0.70 -0.460
C 4.61 0.37 -0.59 -0.742
C 3.64 0.10 0.61 -0.699
C 2.59 -1.04 0.31 -0.725
C 1.17 -0.42 0.38 -0.099
C 0.02 -1.45 0.14 -0.413
C -1.12 -0.70 -0.63 0.333
C -2.55 -1.20 -0.29 -0.841
C -3.62 -1.00 -1.40 -0.792
C -3.53 0.31 -2.26 0.236
C -4.87 1.17 -2.20 -1.041
C -4.58 2.65 -1.73 0.509
C -5.85 3.35 -1.15 -0.935
C -5.68 3.79 0.32 -0.898
C -5.60 2.61 1.34 0.025
N -6.20 1.36 0.86 -0.535
O -4.23 2.38 1.80 -0.237
C -4.07 3.23 2.90 -0.011
O -3.36 4.17 2.79 -0.470
H 7.69 3.44 -0.48 0.287
H 7.15 3.94 1.16 0.344
H 6.12 4.24 -0.30 0.291
H 5.63 2.07 1.35 0.205
H 6.88 1.37 0.25 0.267
H 5.41 2.12 -1.71 0.403
H 4.13 2.53 -0.56 0.085
H 5.54 -0.20 -0.39 0.307
H 4.12 0.00 -1.51 0.401
H 3.10 1.04 0.80 0.348
H 4.20 -0.13 1.53 0.470
H 2.75 -1.40 -0.72 0.506
H 2.68 -1.85 1.05 0.163
H 0.97 0.19 1.39 0.035
H 1.11 0.35 -0.43 -0.040
H 0.41 -2.22 -0.55 0.252
H -0.33 -1.87 1.09 0.362
H -0.94 -0.64 -1.72 0.103
H -1.07 0.35 -0.28 0.015
H -2.91 -0.83 0.68 0.298
H -2.46 -2.30 -0.15 0.311
H -4.60 -0.97 -0.89 0.432
H -3.69 -1.86 -2.09 0.201
H -3.41 0.01 -3.31 0.376
H -2.71 1.00 -1.99 -0.315
H -5.21 1.29 -3.25 0.212
H -5.62 0.69 -1.56 0.563
H -3.78 2.66 -0.94 -0.789
H -4.15 3.24 -2.57 0.620
H -6.00 4.29 -1.73 0.383
H -6.71 2.67 -1.28 0.391
H -4.83 4.48 0.47 0.333
H -6.57 4.38 0.60 0.398
H -6.18 2.93 2.24 0.523
H -6.85 1.04 1.57 0.322
H -5.44 0.69 0.81 0.052
H -4.63 2.99 3.82 0.457
Cl 1.21 0.06 3.04 -0.072
C -1.49 -4.26 -3.19 -0.153
Cl -0.70 -4.74 -1.68 -0.184
Cl -1.13 -2.57 -3.59 -0.126
H -1.13 -4.89 -4.00 0.267
H -2.56 -4.37 -3.08 0.270
C -1.57 -5.98 -8.18 -1.143
C -0.77 -5.24 -7.14 0.666
O -1.12 -5.17 -5.97 -0.637
N 0.38 -4.64 -7.54 -0.130
C 0.97 -4.61 -8.87 -0.671
H -2.45 -6.41 -7.70 0.271
H -1.89 -5.31 -8.98 0.271
H -0.98 -6.80 -8.60 0.345
H 0.86 -4.17 -6.79 0.209
H 1.96 -5.05 -8.82 0.281
H 1.06 -3.56 -9.18 0.269
H 0.36 -5.14 -9.60 0.195
O 0.20 -3.58 -13.85 -0.986
V -0.65 -4.12 -12.44 1.377
O -1.50 -4.66 -11.02 -1.096
C -0.06 3.41 -2.13 0.234
Cl 0.27 1.98 -3.11 -0.102
Cl 1.36 3.81 -1.16 -0.086
Cl -0.45 4.78 -3.20 -0.113
Cl -1.44 3.10 -1.06 0.006
C 2.35 -3.59 6.86 -0.424
C 1.28 -2.56 6.60 0.230
O 1.73 -1.93 5.42 -0.213
C 2.45 -2.87 4.73 0.564
O 2.75 -2.79 3.59 -0.430
O 2.77 -3.92 5.53 -0.369
F 1.23 -1.65 7.60 -0.263
H 3.20 -3.17 7.42 0.287
H 1.98 -4.46 7.38 0.272
H 0.29 -2.98 6.44 0.274
C 1.99 4.24 6.17 -0.976
C 1.23 3.52 7.27 -0.276
O 1.37 2.11 7.24 -0.308
C 2.54 1.50 7.81 0.874
O 2.79 1.92 9.02 -0.691
C 3.80 1.61 6.88 0.585
F 3.45 1.48 5.59 -0.171
F 4.66 0.61 7.14 -0.295
F 4.48 2.75 6.99 -0.275
H 1.93 3.71 5.22 0.191
H 1.58 5.25 6.03 0.414
H 3.04 4.36 6.42 0.230
H 0.16 3.70 7.10 0.303
H 1.45 3.93 8.25 0.282
H 2.29 0.43 7.70 -0.327
```

Computed properties:
spin multiplicity = 1
net charge = -1

Number 1: calculated total energy -58490.9301 eV. Number 2: calculated total energy -111018.6958 eV. Number 3: calculated total energy -55036.7484 eV. Number 4: calculated total energy -139773.2886 eV. Number 5: calculated total energy -179663.4229 eV.